Entry 1:
112
Properties=species:S:1:pos:R:3:forces:R:3:mulliken_charge:R:1 method="wB97M-V/def2-TZVPD" homo_ev=-3.02 gap_ha=0.2503 charge=-2 energy_ev=-243764.6409
Sr 0.60353 -1.45640 -0.81193 -1.76 -1.65 -0.85 0.98
O -1.61440 2.66001 1.90611 -0.48 -0.08 -0.01 -0.55
C -1.40733 1.54214 1.19973 0.89 0.65 -0.17 -1.80
O -1.89017 1.31953 0.10899 -0.64 -0.19 -0.25 -0.08
C -0.08865 0.95549 1.60245 0.20 0.02 0.58 0.73
C 0.38013 0.98963 2.91726 -0.04 0.02 0.03 0.15
C 1.68094 0.60184 3.14897 0.09 -0.06 -0.13 -1.55
C 2.50299 0.25955 2.07173 -0.08 0.00 0.18 -0.82
C 1.95282 0.27651 0.80979 0.29 0.48 -0.68 2.01
N 0.65738 0.58592 0.59141 1.11 0.30 0.03 0.04
C 2.77417 0.07669 -0.50495 -0.35 1.10 0.13 0.12
O 4.09663 0.21736 -0.43032 0.15 -0.08 0.35 -0.57
O 2.24366 0.00621 -1.58929 1.07 0.68 0.36 -0.37
H -2.41094 3.08109 1.54286 0.01 0.03 0.06 0.23
H -0.29712 1.29196 3.70881 -0.02 -0.07 -0.01 0.61
H 2.06773 0.56630 4.15850 0.03 0.01 0.02 0.41
H 3.52560 -0.05248 2.25041 0.01 0.01 0.00 0.12
H 4.37068 0.26300 0.49309 0.03 -0.03 0.00 0.35
Br -2.87161 -7.39903 2.49823 -0.05 -0.01 0.00 -0.18
C -1.15622 -6.99964 3.19675 0.07 0.03 -0.06 0.26
C -0.95927 -7.03838 4.56443 0.00 0.06 0.06 -0.68
C 0.29585 -6.73530 5.07250 -0.18 0.00 0.17 -0.06
C 1.33388 -6.38150 4.23074 0.70 0.06 0.39 -0.39
C 1.12799 -6.38952 2.85392 0.00 -0.11 -0.09 0.06
C -0.12075 -6.68359 2.32787 0.07 -0.07 0.04 -0.33
N 2.63007 -6.17817 4.89147 -0.53 -0.33 -0.71 -0.63
N 3.48622 -5.38148 4.46059 -0.30 0.72 0.05 -0.51
C 3.22150 -4.39055 3.46396 0.09 -0.50 0.48 0.32
C 4.27608 -4.14835 2.62137 0.26 0.02 -0.50 -0.29
C 4.14631 -3.40748 1.44147 0.08 -0.22 0.34 -1.06
C 2.90449 -2.89124 1.06097 -0.39 0.05 -0.08 0.47
O 2.69687 -2.32812 -0.06378 0.42 -0.11 0.49 -0.61
C 1.82322 -2.97897 2.05923 -0.06 0.17 -0.25 -0.75
N 0.66313 -2.31862 1.76908 0.53 -0.19 -0.03 1.89
C -0.29137 -2.29278 2.66078 -0.14 0.08 0.08 -0.55
C -0.16174 -2.87592 3.93710 -0.13 0.08 -0.12 -2.17
C 0.97665 -3.55516 4.23210 0.22 -0.10 0.08 -0.46
C 2.00326 -3.67559 3.26161 -0.14 0.13 0.23 0.60
H -1.77606 -7.29259 5.22593 -0.01 -0.01 0.00 0.38
H 0.47607 -6.75178 6.14069 0.01 -0.04 0.00 0.42
H 1.93035 -6.14155 2.17442 0.04 0.02 -0.03 0.38
H -0.29351 -6.61496 1.26120 -0.05 0.03 0.03 0.52
H 5.21284 -4.64193 2.85713 0.02 0.02 -0.02 0.39
H 4.97365 -3.29430 0.75408 0.04 -0.02 -0.01 0.48
H -1.19299 -1.74425 2.40889 0.03 -0.04 0.00 0.53
H -0.96561 -2.77314 4.65242 -0.02 0.04 0.02 0.57
H 1.11090 -3.98867 5.21521 0.02 -0.05 -0.05 0.56
C -3.30256 -3.23756 0.82832 -0.07 -0.01 -0.02 -1.55
C -2.41615 -3.03207 -0.38430 0.02 0.48 0.20 2.39
C -3.20177 -3.17751 -1.67654 -0.06 -0.11 0.09 -2.43
O -1.82595 -1.68639 -0.34277 -0.38 -0.50 0.16 1.30
C -1.24151 -4.03958 -0.41953 0.03 -0.05 0.04 -0.24
O -1.44168 -5.15236 0.07689 -0.13 -0.15 -0.02 -0.71
O -0.19988 -3.63224 -0.99786 -0.06 -0.61 -0.12 -0.86
H -4.05370 -2.44677 0.89736 -0.04 0.02 -0.03 0.46
H -2.73106 -3.23842 1.75355 0.06 0.00 0.00 0.12
H -3.79647 -4.20406 0.74519 -0.01 -0.01 0.03 0.34
H -4.02721 -2.46066 -1.69090 -0.02 -0.12 0.06 0.62
H -3.60771 -4.18741 -1.74217 -0.01 -0.04 0.00 0.46
H -2.55304 -2.99752 -2.53612 0.06 -0.08 0.12 0.28
H -2.48232 -1.02507 -0.08622 -0.07 -0.09 0.09 -0.32
S 0.36954 3.62966 -1.08528 0.09 -0.21 0.24 -0.71
Sb -1.69323 3.26251 -1.89543 0.19 0.53 -0.83 2.39
C -3.15757 4.09085 -0.62666 -0.05 0.06 0.49 0.11
C -4.36149 3.43898 -0.37559 -0.02 0.02 -0.03 -0.08
C -5.19310 3.87683 0.64640 -0.05 -0.01 0.01 -0.66
C -4.82871 4.96391 1.42772 0.05 0.02 0.01 -0.44
C -3.63237 5.62540 1.18001 -0.06 -0.03 -0.04 -0.86
C -2.79996 5.18507 0.15998 -0.04 0.07 -0.05 -0.29
C -2.84599 1.80222 -2.88528 -0.06 -0.38 0.12 0.26
C -3.75895 2.29526 -3.81406 -0.10 0.00 0.07 -0.64
C -4.54657 1.41921 -4.54668 0.00 0.04 0.00 -0.83
C -4.41311 0.05194 -4.36238 -0.03 0.00 0.02 -0.90
C -3.52045 -0.43691 -3.42214 0.01 -0.04 -0.14 -0.22
C -2.74721 0.43423 -2.66880 0.06 0.12 -0.08 -0.40
C -1.74791 4.67607 -3.50901 0.00 0.02 -0.03 0.26
C -2.04648 6.01488 -3.28389 -0.04 -0.02 -0.03 -0.37
C -2.03874 6.92917 -4.33051 -0.01 0.01 0.00 -0.59
C -1.72552 6.50890 -5.61430 0.01 0.01 0.00 -0.52
C -1.39588 5.17923 -5.84129 -0.02 0.04 0.01 -0.67
C -1.40120 4.26725 -4.79620 0.00 -0.06 -0.03 -0.03
H -4.63856 2.56131 -0.94834 0.05 -0.01 0.01 0.28
H -6.10927 3.34135 0.85684 -0.02 -0.02 0.01 0.38
H -5.46180 5.27638 2.24790 -0.03 0.02 0.01 0.38
H -3.33079 6.46091 1.79832 -0.01 0.03 0.02 0.36
H -1.84499 5.67203 -0.00321 0.07 -0.06 0.05 0.35
H -3.86729 3.36001 -3.97544 0.04 0.00 -0.02 0.55
H -5.24890 1.81074 -5.27246 -0.01 0.01 -0.01 0.37
H -5.00039 -0.63706 -4.95725 -0.01 0.00 0.00 0.37
H -3.39527 -1.50197 -3.29057 -0.03 0.33 -0.17 0.25
H -2.04822 0.03526 -1.94726 -0.04 0.05 -0.11 0.77
H -2.29209 6.35879 -2.28723 -0.05 0.02 0.05 0.25
H -2.27840 7.96858 -4.14079 -0.02 0.02 0.00 0.39
H -1.73272 7.21563 -6.43496 0.02 0.03 -0.02 0.34
H -1.13307 4.84680 -6.83782 0.01 -0.01 -0.02 0.42
H -1.12325 3.23386 -4.97970 -0.01 0.07 0.03 0.35
Se 0.03350 -1.58147 -3.79903 -0.11 0.67 -0.58 -0.45
C 0.01779 0.24530 -4.13666 0.07 -0.86 0.02 0.31
N -0.02965 1.38099 -4.36106 -0.01 0.09 0.05 -0.66
C -6.21990 1.86754 6.15849 0.02 0.04 0.05 -1.26
C -4.79099 1.72587 5.70580 -0.09 0.03 0.05 1.15
C -3.73856 2.26705 6.44520 -0.10 0.03 0.06 -1.02
C -2.48002 2.09794 5.90688 0.09 0.00 0.03 -0.18
N -2.24115 1.44408 4.78158 -0.13 0.04 0.14 -0.13
C -3.31281 0.93100 4.13225 -0.06 -0.14 -0.33 -0.28
S -3.05578 0.06278 2.67013 -0.28 -0.13 0.23 -0.34
N -4.59495 1.08109 4.57353 0.22 -0.04 -0.05 -0.46
H -6.34751 1.50576 7.18052 0.02 -0.01 0.01 0.31
H -6.86356 1.29995 5.49192 -0.02 -0.01 -0.02 0.31
H -6.52583 2.91620 6.14438 0.00 0.01 -0.02 0.28
H -3.89957 2.78736 7.37982 0.00 0.03 -0.01 0.35
H -1.60809 2.50984 6.40858 0.03 0.01 0.04 0.41

Entry 2:
119
Properties=species:S:1:pos:R:3:forces:R:3:mulliken_charge:R:1 method="wB97M-V/def2-TZVPD" homo_ev=-2.28 gap_ha=0.2276 charge=-2 energy_ev=-141106.3743
La 0.25956 -0.42308 0.27387 -0.12 0.57 -0.10 3.14
C 2.54698 4.70580 -2.21415 -0.12 -0.09 0.04 -1.47
C 2.69035 3.33661 -1.63467 0.18 0.03 0.00 1.04
C 3.83419 2.76826 -1.12606 -0.03 -0.06 0.12 -1.54
C 3.46321 1.46802 -0.74667 -0.16 0.20 -0.19 -0.47
N 2.16468 1.27464 -1.00259 0.30 -0.47 0.36 0.91
N 1.70592 2.41951 -1.54434 0.08 0.27 -0.24 -0.06
B 0.25752 2.64618 -2.00897 0.07 -0.32 0.11 -2.75
N -0.64092 3.03850 -0.82311 0.17 0.12 -0.05 -0.18
N -0.97887 2.22994 0.21992 -0.49 0.59 0.11 1.66
C -1.82662 2.96148 0.96292 0.30 0.35 -0.54 -0.54
C -1.97170 4.25142 0.41338 -0.07 -0.14 0.20 -1.34
C -1.22613 4.25052 -0.73010 0.00 0.12 -0.02 0.76
C -1.12939 5.34922 -1.74069 0.04 -0.15 0.02 -1.33
C -2.71981 2.63012 2.08444 -0.02 -0.20 0.22 0.94
C -2.79233 3.51862 3.15938 0.12 -0.04 0.02 -0.51
C -3.82076 3.43320 4.07986 0.03 0.03 0.02 -0.82
C -4.80594 2.46658 3.93068 -0.07 -0.06 0.09 -0.61
C -4.73683 1.57530 2.87390 0.11 -0.10 0.01 -1.09
C -3.69585 1.65204 1.95848 -0.10 -0.12 0.03 0.32
N -0.29871 1.46024 -2.80700 0.22 0.15 -0.09 0.19
N -0.36928 0.18984 -2.34462 -0.28 -0.45 -0.31 1.13
C -0.85122 -0.55593 -3.35054 0.14 0.46 -0.01 -0.10
C -1.04806 0.25685 -4.48327 -0.10 -0.06 0.07 -1.56
C -0.70617 1.52574 -4.09423 0.03 -0.08 -0.15 0.84
C -0.77812 2.77672 -4.90777 0.03 -0.03 0.13 -1.47
C -1.20685 -1.98653 -3.33112 0.04 -0.20 0.14 1.10
C -1.89234 -2.57038 -2.26935 0.30 -0.13 0.17 1.69
C -2.33438 -3.87983 -2.35471 0.10 -0.14 0.02 -1.05
C -2.07479 -4.63961 -3.48494 -0.01 -0.06 0.01 -0.65
C -1.37013 -4.07658 -4.53886 -0.02 -0.01 -0.08 -0.96
C -0.95452 -2.75689 -4.46586 0.08 0.05 0.00 -0.92
C 4.42494 0.48102 -0.22230 0.13 -0.04 0.10 0.45
C 5.21200 0.82641 0.87515 0.03 0.09 -0.07 -0.44
C 6.20002 -0.02797 1.33178 0.09 0.03 0.01 -0.70
C 6.42400 -1.23918 0.69326 -0.02 -0.03 0.01 -0.42
C 5.65216 -1.58469 -0.40574 0.02 -0.04 0.03 -0.69
C 4.66288 -0.72852 -0.86342 0.00 0.04 0.00 0.07
H 3.53017 5.17228 -2.25971 0.01 0.02 0.03 0.43
H 1.89445 5.32930 -1.60055 0.06 0.03 -0.03 0.18
H 2.13075 4.67237 -3.22181 -0.01 0.04 0.01 0.17
H 4.80532 3.22748 -1.04198 0.04 -0.07 -0.04 0.53
H 0.27621 3.58490 -2.74223 -0.01 -0.01 -0.01 -0.24
H -2.60126 5.03975 0.79066 -0.04 -0.01 -0.03 0.54
H -1.70273 6.20143 -1.37837 -0.02 0.02 -0.01 0.47
H -1.54701 5.02841 -2.69650 0.03 0.09 -0.01 0.15
H -0.09958 5.66276 -1.90911 -0.09 0.04 -0.05 0.05
H -2.03277 4.28603 3.25650 0.00 -0.02 0.02 0.40
H -3.85997 4.12783 4.91102 0.01 -0.02 0.00 0.39
H -5.62033 2.40414 4.64332 0.01 0.00 0.00 0.35
H -5.48659 0.80577 2.74441 -0.02 -0.02 0.03 0.44
H -3.66674 0.97567 1.11692 0.11 -0.16 0.10 0.22
H -1.46179 -0.03742 -5.43284 -0.03 -0.03 0.01 0.55
H -1.11829 2.51955 -5.90985 -0.01 0.01 -0.02 0.47
H 0.19563 3.26376 -4.97955 -0.04 0.05 -0.03 0.18
H -1.48790 3.48548 -4.47690 0.03 0.03 -0.03 0.17
H -2.14089 -1.98653 -1.39532 0.31 -0.29 -0.09 -0.95
H -2.89307 -4.30070 -1.52749 0.00 0.00 0.03 0.45
H -2.41780 -5.66659 -3.55040 0.00 0.00 0.02 0.36
H -1.14787 -4.66565 -5.42154 0.01 0.01 0.00 0.37
H -0.40661 -2.31920 -5.29210 0.02 0.01 0.00 0.40
H 5.02360 1.76542 1.38234 -0.03 -0.02 0.03 0.31
H 6.79301 0.24424 2.19699 -0.04 0.01 0.02 0.36
H 7.18941 -1.91316 1.06003 0.00 -0.01 -0.01 0.36
H 5.81966 -2.52409 -0.91931 -0.04 -0.01 0.03 0.40
H 4.07258 -1.00662 -1.72066 -0.04 0.01 -0.02 0.41
C 0.21863 -4.92673 2.72817 0.05 -0.01 -0.05 -0.94
C -0.17899 -5.68059 1.63399 0.09 0.01 -0.03 -0.85
C 0.16161 -5.25446 0.36263 -0.09 0.02 0.00 -0.81
C 0.85179 -4.05041 0.21496 0.20 -0.11 0.07 0.29
N 1.15754 -3.28912 1.26884 -0.15 0.02 -0.12 0.07
C 0.88040 -3.73277 2.48586 0.05 -0.08 0.15 -0.16
C 1.38169 -3.55344 -1.07328 -0.04 0.18 -0.16 0.11
C 1.91534 -4.48821 -1.96407 -0.09 -0.07 0.03 -0.39
C 2.53659 -4.07046 -3.12752 -0.03 -0.06 -0.06 -1.27
C 2.57975 -2.71223 -3.40297 0.02 0.06 -0.10 -0.45
C 2.00533 -1.80636 -2.52254 -0.13 0.11 0.06 -0.02
C 1.40141 -2.16179 -1.30365 0.20 -0.45 -0.48 0.69
H -0.00916 -5.23390 3.73915 0.02 0.01 0.01 0.39
H -0.74349 -6.59622 1.76822 -0.01 0.00 0.01 0.36
H -0.12909 -5.82483 -0.50929 0.01 0.03 -0.05 0.47
H 1.23496 -3.10437 3.29611 -0.11 0.07 -0.05 0.52
H 1.86552 -5.54728 -1.72876 0.03 0.00 0.00 0.43
H 2.97198 -4.79108 -3.81157 -0.01 -0.01 0.01 0.33
H 3.05431 -2.35526 -4.31334 -0.01 -0.02 0.00 0.43
H 2.02742 -0.75600 -2.80489 0.04 0.00 0.01 0.53
S 2.66175 -0.77008 2.31210 -0.20 -0.34 -0.30 -0.40
C 2.25066 0.77952 2.88822 0.18 0.23 -0.02 0.61
C 2.74617 1.26558 4.12327 -0.08 0.08 -0.01 -1.20
C 2.40353 2.52286 4.55365 -0.04 0.04 -0.12 -0.54
C 1.58792 3.31476 3.74134 0.04 0.02 0.08 -1.04
C 1.14221 2.77348 2.55228 -0.02 0.21 -0.13 -0.17
N 1.44160 1.54895 2.11909 0.11 -0.04 0.16 0.49
H 3.38445 0.61293 4.70285 -0.02 0.00 0.03 0.49
H 2.75880 2.90478 5.50495 0.04 -0.04 0.00 0.35
H 1.30586 4.31940 4.02756 -0.04 -0.01 -0.02 0.46
H 0.51079 3.36837 1.89997 -0.01 -0.07 -0.01 0.15
Cl -4.68454 1.77276 -2.90094 -0.21 0.10 -0.21 -0.30
C -3.58770 1.48797 -1.52802 0.25 -0.39 0.11 1.72
C -3.22835 -0.01445 -1.30299 -0.35 0.76 -0.10 -0.04
O -3.80700 -0.86483 -1.96490 -0.36 0.22 0.15 -0.85
O -2.34073 -0.15689 -0.40435 0.21 -0.18 0.22 -0.64
H -4.06962 1.88846 -0.63834 0.05 0.04 -0.11 0.14
H -2.68226 2.04615 -1.73531 0.06 0.04 0.08 -1.14
F -1.19965 -1.35600 6.23814 0.06 -0.08 -0.13 -0.24
C -0.57742 -1.57711 5.06554 -0.07 0.09 0.04 0.27
F 0.70540 -1.24965 5.21649 -0.14 0.04 -0.10 -0.19
F -0.65339 -2.88973 4.82511 0.02 0.17 -0.03 -0.16
S -1.40793 -0.51658 3.74979 0.34 -0.76 1.15 0.98
O -0.45614 -0.38603 2.67745 -0.26 0.06 0.29 0.58
O -1.68995 0.63215 4.54265 -0.43 0.30 -0.30 -0.67
N -2.65528 -1.39766 3.39161 0.07 0.68 -0.33 -0.67
S -2.83028 -2.08918 1.97403 -0.63 -1.37 0.57 1.35
O -1.60424 -2.32607 1.25497 0.01 0.07 -0.15 -0.40
O -4.02185 -1.69833 1.30178 -0.02 0.35 -0.09 -0.73
C -3.35315 -3.77949 2.60197 0.00 0.07 0.13 0.20
F -2.56756 -4.25961 3.57261 -0.09 0.07 -0.18 -0.18
F -4.59693 -3.69118 3.10342 0.16 -0.03 -0.06 -0.24
F -3.37690 -4.67993 1.60998 0.05 0.22 0.01 -0.19